# 1
This record from the OMol25 dataset describes an isolated molecule of C27H35FN4O3. The level of theory is ωB97M-V/def2-TZVPD.

The geometry in XYZ format:
```
70
Properties=species:S:1:pos:R:3:lowdin_charge:R:1
C -5.5529 -0.7109 0.2789 -0.06
C -4.4919 -0.8303 -0.8125 -0.39
C -5.1309 -0.6950 -2.1910 -0.07
C -3.7211 -2.1676 -0.7181 -0.30
N -4.6462 -3.2850 -0.7905 0.07
C -2.9181 -2.2021 0.5900 -0.42
O -3.3208 -2.8644 1.5328 0.05
N -1.7943 -1.4522 0.6843 -0.03
C -1.0980 -0.7740 -0.3808 -0.13
C 0.1802 -1.5398 -0.7392 -0.11
C 1.0895 -1.6801 0.4901 -0.22
C 1.7029 -0.3414 0.8876 -0.43
O 1.4844 0.2192 1.9502 0.05
N 2.5312 0.1776 -0.0351 0.14
C 3.3530 1.3534 0.2014 -0.20
C 4.5599 1.3395 -0.7394 -0.09
C 5.3097 0.0436 -0.6225 -0.24
C 5.1553 -0.9580 -1.5729 -0.06
C 5.8071 -2.1716 -1.4335 -0.08
C 6.6207 -2.3992 -0.3377 -0.09
C 6.7843 -1.4059 0.6136 -0.08
C 6.1322 -0.1947 0.4720 -0.04
C 2.5156 2.6376 -0.0039 -0.44
O 2.6601 3.3729 -0.9572 0.07
N 1.6495 2.8406 1.0005 0.09
C 0.7182 3.9491 1.0099 -0.12
C -0.6735 3.5327 0.6025 -0.21
C -1.2512 4.0407 -0.5534 -0.02
C -2.5391 3.6875 -0.9143 0.00
C -3.2378 2.8100 -0.1065 -0.28
F -4.5042 2.4857 -0.4409 0.05
C -2.6779 2.2606 1.0334 -0.01
C -1.3916 2.6320 1.3826 -0.04
C 0.2957 -2.2899 1.6503 -0.11
C -1.0024 -1.5226 1.8981 -0.13
H -6.3745 -1.3946 0.0838 0.08
H -5.1329 -0.9387 1.2562 0.08
H -5.9457 0.3027 0.2964 0.07
H -3.7687 -0.0200 -0.6758 0.10
H -5.7075 0.2248 -2.2437 0.08
H -4.3719 -0.6730 -2.9706 0.08
H -5.7880 -1.5409 -2.3712 0.07
H -3.0464 -2.2507 -1.5775 0.14
H -4.1293 -4.1534 -0.8864 0.08
H -5.1429 -3.3456 0.0944 0.07
H -1.7298 -0.6727 -1.2607 0.12
H -0.8355 0.2333 -0.0332 0.12
H 0.6915 -1.0241 -1.5537 0.11
H -0.0931 -2.5387 -1.0875 0.13
H 1.9259 -2.3452 0.2398 0.15
H 2.7149 -0.3291 -0.8868 0.13
H 3.6777 1.3225 1.2495 0.16
H 5.2017 2.1818 -0.4777 0.13
H 4.2047 1.4978 -1.7594 0.12
H 4.5350 -0.7822 -2.4422 0.11
H 5.6802 -2.9391 -2.1830 0.10
H 7.1296 -3.3450 -0.2276 0.10
H 7.4230 -1.5762 1.4676 0.10
H 6.2651 0.5785 1.2150 0.12
H 1.5215 2.0938 1.6792 0.10
H 0.6974 4.3717 2.0200 0.13
H 1.1054 4.6962 0.3134 0.12
H -0.6915 4.7247 -1.1729 0.12
H -3.0050 4.0864 -1.8013 0.12
H -3.2471 1.5671 1.6323 0.12
H -0.9446 2.2237 2.2774 0.12
H 0.8990 -2.2692 2.5579 0.12
H 0.0583 -3.3287 1.4131 0.13
H -1.6012 -2.0284 2.6565 0.12
H -0.7729 -0.5075 2.2304 0.11
```

Results
Structure (SMILES): CC(C)[C@H](N)C(=O)N1CCC(C(=O)N[C@@H](Cc2ccccc2)C(=O)NCc2ccc(F)cc2)CC1
Max |F|: 0.013 Eh/bohr
2S+1: 1
E: -43390.3194 eV
Gap between HOMO and LUMO: 9.49 eV

***

# 2
This record from the OMol25 dataset describes an isolated molecule of C20H26F3NO2. The level of theory is ωB97M-V/def2-TZVPD.

The geometry in XYZ format:
```
52
Properties=species:S:1:pos:R:3:lowdin_charge:R:1
C -1.8387 -4.3083 -0.0510 0.03
C -1.4703 -3.1648 -1.0888 -0.40
O -0.7707 -2.3771 -0.5721 0.01
C -0.9594 -1.0180 -0.7347 -0.40
O -1.7292 -0.6707 -1.4955 0.20
C -0.0341 0.0325 -0.1016 -0.24
C -0.9068 0.9052 0.9597 -0.02
C -2.1176 1.3741 0.2043 -0.16
C -1.9169 2.5851 -0.5254 -0.01
C -2.8588 3.4443 -1.2173 -0.01
C -4.1462 2.7065 -1.4028 0.06
C -4.4252 1.6097 -0.1825 0.01
C -3.4164 1.0418 0.2957 -0.24
C -3.8686 -0.0183 1.2807 -0.40
F -4.9589 -0.5915 1.2543 0.22
F -3.6988 0.2392 2.7278 0.04
F -3.1437 -1.3145 1.0129 0.01
C 0.6934 0.9185 -1.0750 -0.16
C 1.7603 0.2787 -1.7031 -0.29
N 2.6448 -0.5296 -0.9774 -0.16
C 4.0494 0.1689 -0.5102 -0.01
C 3.8039 1.1927 0.7332 -0.38
C 5.0185 1.5168 1.2947 -0.15
C 3.8241 0.9012 2.2272 -0.02
C 2.0890 -1.6364 -0.0228 0.00
C 1.0157 -0.6357 0.9490 -0.02
H -1.0831 -4.6973 0.2227 -0.05
H -2.3839 -3.8973 0.6979 0.04
H -2.4786 -5.0120 -0.6824 0.12
H -2.3939 -2.5729 -1.4166 0.15
H -1.0423 -3.5280 -2.0116 0.13
H -0.1894 1.5068 1.4173 0.12
H -1.2538 0.3177 1.6482 0.05
H -0.8181 2.9860 -0.4984 0.14
H -2.5424 4.0625 -1.8514 0.01
H -5.0765 3.2074 -1.8749 0.10
H -5.4693 1.0373 -0.3732 0.17
H 1.2504 1.6775 -0.4560 0.15
H 0.0147 1.2667 -1.8411 0.13
H 2.4147 0.6985 -2.3175 0.08
H 1.3198 -0.5597 -2.3897 0.17
H 4.4285 0.6657 -1.3763 0.10
H 4.5560 -0.7419 0.0316 0.13
H 3.1838 1.7773 0.3482 0.03
H 5.2312 2.7322 1.3764 0.15
H 6.0559 0.9932 1.1781 0.13
H 3.3374 1.4704 2.8390 0.02
H 4.0321 -0.1773 2.5187 0.12
H 2.8428 -2.0527 0.8157 0.14
H 1.5526 -2.3254 -0.3800 -0.01
H 0.4659 -1.4640 1.4125 0.10
H 1.4068 -0.0210 1.6835 0.06
```

Results
Structure (SMILES): CCOC(=O)C1(Cc2ccccc2C(F)(F)F)CCN(CC2CC2)CC1
Max |F|: 0.357 Eh/bohr
2S+1: 1
E: -34883.8361 eV
Gap between HOMO and LUMO: 7.54 eV

***

# 3
This record from the OMol25 dataset describes a cluster of 13 separate species, C14H54N24O13 in total. The level of theory is ωB97M-V/def2-TZVPD.

The geometry in XYZ format:
```
105
Properties=species:S:1:pos:R:3:lowdin_charge:R:1
C 1.2928 -4.4253 -2.2061 -0.10
C 2.4864 -5.3846 -2.0503 -0.30
O 3.6644 -4.7071 -1.5485 -0.11
H 1.6257 -3.5912 -2.7986 0.07
H 0.9623 -3.9786 -1.2587 0.05
H 0.4762 -4.9748 -2.7010 0.06
H 2.6770 -5.6889 -3.0995 0.11
H 2.2786 -6.2654 -1.4120 0.11
H 3.4340 -4.4773 -0.6188 0.06
C 2.0550 -3.6862 2.3494 -0.67
O 0.9398 -3.1868 2.3189 0.00
N 3.1408 -3.0209 2.8242 0.16
N 2.3106 -4.8366 1.7347 0.18
H 3.9558 -3.5737 3.0795 0.10
H 2.8966 -2.3251 3.5310 0.07
H 1.5755 -5.4323 1.3709 0.08
H 3.1942 -5.2598 1.8872 0.10
C -3.1648 -2.5756 -2.6828 -0.61
O -3.2203 -2.2984 -1.4636 -0.06
N -4.2640 -3.1545 -3.3350 0.13
N -2.1070 -2.2646 -3.5065 0.16
H -5.0764 -3.4827 -2.8493 0.09
H -4.4190 -3.0431 -4.3286 0.09
H -2.2022 -2.5558 -4.4821 0.10
H -1.4857 -1.4106 -3.3520 0.08
C 0.8145 -0.1560 4.1551 -0.64
O 1.9854 -0.5583 3.9687 -0.07
N 0.4940 1.1280 4.4237 0.18
N -0.2099 -1.0604 4.0884 0.18
H -0.3860 1.4291 4.0251 0.05
H 1.2618 1.7538 4.2237 0.08
H -1.1897 -0.7424 4.1823 0.10
H 0.0412 -2.0012 3.8685 0.07
C -1.6444 4.4075 -1.5438 -0.67
O -0.8283 5.3196 -1.4380 -0.01
N -1.3857 3.1081 -1.3580 0.18
N -2.9458 4.6553 -1.9168 0.14
H -0.4366 2.7295 -1.3104 0.09
H -2.1676 2.4640 -1.3638 0.08
H -3.7989 4.1435 -1.5470 0.10
H -3.2429 5.5922 -2.0115 0.08
C 1.6306 4.5258 1.4245 -0.58
O 0.9535 3.4413 1.3297 -0.06
N 1.4103 5.5739 0.5639 0.15
N 2.5651 4.8047 2.4365 0.15
H 1.6289 6.4875 0.9848 0.11
H 0.5423 5.5196 -0.0022 0.07
H 3.0635 3.9506 2.5784 0.02
H 3.2701 5.5168 2.2393 0.11
C -2.6412 1.8310 2.4989 -0.61
O -2.0778 1.1310 3.3488 -0.02
N -2.0185 2.4737 1.4629 0.20
N -4.0202 1.8278 2.4751 0.15
H -1.0485 2.6329 1.6127 0.06
H -2.5094 3.0147 0.7837 0.06
H -4.5283 2.5695 1.9639 0.10
H -4.4101 1.3100 3.2360 0.09
C -1.2205 -5.3017 0.1000 -0.62
O -0.1132 -5.7342 0.4819 -0.02
N -1.7552 -5.5079 -1.1782 0.16
N -2.0381 -4.4714 0.7840 0.16
H -1.0831 -5.9307 -1.8013 0.09
H -2.6505 -5.1489 -1.3885 0.07
H -2.7078 -3.9186 0.2957 0.07
H -1.6971 -4.3887 1.7612 0.13
C 3.2581 3.2248 -1.9483 -0.66
O 4.2366 3.1338 -2.5942 0.07
N 3.0902 2.6681 -0.7099 0.17
N 2.0557 3.9012 -2.5058 0.11
H 2.2414 2.7723 -0.1230 0.06
H 3.9490 2.4824 -0.2080 0.09
H 1.4217 4.3204 -1.8160 0.04
H 2.2093 4.5854 -3.2772 0.11
C 0.0838 0.7493 -3.9634 -0.62
O -0.6779 -0.2166 -4.1849 -0.04
N 1.1275 0.5378 -3.1271 0.17
N 0.1088 1.9525 -4.6240 0.17
H 1.0991 -0.1819 -2.3894 0.11
H 1.7496 1.3298 -2.9359 0.08
H -0.5152 2.0766 -5.4173 0.11
H 0.7614 2.6901 -4.3923 0.08
C -0.0506 -0.4853 0.2118 -0.59
O -0.6440 0.4339 -0.4342 -0.07
N -0.5337 -1.7416 0.0633 0.19
N 0.9172 -0.2547 1.1705 0.21
H -0.2089 -2.4044 0.7333 0.05
H -1.2727 -1.7989 -0.6228 0.07
H 1.2859 0.6566 1.4165 0.09
H 1.3024 -0.9894 1.6811 0.03
C 4.3476 1.6932 2.8845 -0.71
O 4.6042 2.6906 2.2504 0.01
N 3.6549 1.6979 4.0432 0.18
N 4.7435 0.4812 2.4446 0.17
H 3.2209 0.8342 4.2418 0.04
H 3.3784 2.6569 4.1598 0.10
H 4.8615 -0.3635 3.0316 0.12
H 5.4126 0.5316 1.7035 0.10
C -4.8268 1.4432 -0.8501 -0.68
O -4.6634 2.5798 -0.4320 -0.03
N -5.9956 1.0347 -1.4821 0.15
N -3.9166 0.4749 -0.7795 0.18
H -5.9345 0.2216 -2.0574 0.08
H -6.7122 1.7049 -1.6467 0.09
H -4.0864 -0.5561 -1.0601 0.11
H -3.0152 0.6117 -0.2948 0.09
```

Results
Max |F|: 0.081 Eh/bohr
2S+1: 1
E: -77788.3824 eV
Gap between HOMO and LUMO: 9.49 eV

***

# 4
This record from the OMol25 dataset describes a cluster of 7 separate species, C25H50N8O11S in total. The level of theory is ωB97M-V/def2-TZVPD.

The geometry in XYZ format:
```
95
Properties=species:S:1:pos:R:3:lowdin_charge:R:1
N 1.0278 1.9000 -2.6350 0.22
C 0.8737 1.1680 -1.7653 -0.33
O 0.7350 0.2683 -0.8512 0.08
C 1.8950 -0.6142 -0.8509 -0.19
C 2.0723 -1.6022 -1.9680 0.12
N 2.7706 -2.5509 -1.5100 0.09
C 3.1779 -3.6970 -2.4244 -0.66
O 4.3074 -4.1070 -2.1901 0.06
O 2.3496 -4.0363 -3.2699 0.02
C 3.1230 -2.4625 -0.0956 -0.05
C 2.2302 -1.3366 0.4431 -0.23
C 2.7066 -0.4743 1.5993 -0.20
S 4.2080 0.4531 1.3264 0.68
O 4.7147 0.7645 2.6330 -0.34
O 5.1357 -0.2707 0.5024 -0.33
H 2.7411 0.0798 -1.0001 0.16
H 1.6785 -1.5075 -2.9675 0.17
H 2.8305 -3.4455 0.3281 0.11
H 4.1972 -2.4216 0.0541 0.14
H 1.3277 -1.8149 0.8315 0.15
H 1.9285 0.2694 1.7820 0.10
H 2.7902 -1.0311 2.5272 0.11
H 3.8849 1.6299 0.7163 0.08
C 1.9517 -5.0354 2.0643 -0.31
O 1.7247 -3.8580 1.8033 -0.02
N 1.5167 -5.6630 3.1555 -0.19
C 1.8175 -7.0598 3.4142 -0.05
C 0.7138 -4.9180 4.1165 -0.02
H 2.5503 -5.6763 1.3966 0.15
H 0.8894 -7.6282 3.4880 0.09
H 2.3671 -7.1500 4.3521 0.09
H 2.4214 -7.4718 2.6091 0.09
H -0.1868 -4.5421 3.6316 0.10
H 1.2806 -4.0658 4.4910 0.10
H 0.4389 -5.5653 4.9446 0.09
C 0.8500 0.9247 4.3678 -0.35
O 0.8951 -0.2480 4.0183 -0.02
N -0.2454 1.6898 4.3429 -0.17
C -0.2216 3.0790 4.7713 -0.05
C -1.4935 1.1064 3.8677 -0.05
H 1.7423 1.4554 4.7390 0.14
H -0.9074 3.2175 5.5969 0.06
H -0.5247 3.7185 3.9393 0.09
H 0.7811 3.3626 5.0877 0.08
H -1.7583 0.2538 4.4911 0.09
H -1.3565 0.7583 2.8411 0.09
H -2.2862 1.8397 3.9023 0.07
C -3.8275 2.3407 6.6554 -0.32
O -2.8065 2.4521 5.9957 -0.02
N -4.8375 3.2220 6.6516 -0.19
C -6.0285 3.0342 7.4584 -0.05
C -4.7308 4.4035 5.8094 -0.03
H -4.0013 1.4816 7.3229 0.14
H -6.9079 2.9854 6.8140 0.09
H -6.1411 3.8697 8.1515 0.09
H -5.9565 2.1104 8.0279 0.08
H -4.6166 4.1062 4.7668 0.09
H -3.8543 4.9847 6.0971 0.09
H -5.6230 5.0140 5.9172 0.09
C -3.8143 4.4803 -2.0884 -0.36
O -3.2154 4.9662 -1.1484 0.01
N -3.2373 3.8167 -3.1066 -0.20
C -4.0078 3.2570 -4.1997 -0.06
C -1.7922 3.6588 -3.1053 -0.05
H -4.9121 4.5463 -2.1819 0.13
H -3.8558 2.1767 -4.2460 0.09
H -3.6882 3.7007 -5.1444 0.09
H -5.0672 3.4583 -4.0557 0.08
H -1.4839 3.1266 -2.2064 0.07
H -1.3169 4.6404 -3.1025 0.09
H -1.4747 3.1038 -3.9839 0.08
C 1.5260 4.0150 -5.8180 -0.36
O 1.0544 4.0159 -6.9391 0.01
N 2.4605 4.8798 -5.3775 -0.20
C 2.9762 4.8223 -4.0241 -0.06
C 2.9587 5.8952 -6.2890 -0.04
H 1.2167 3.2867 -5.0497 0.11
H 2.7703 5.7656 -3.5130 0.09
H 4.0554 4.6544 -4.0459 0.09
H 2.5019 4.0111 -3.4758 0.05
H 2.1353 6.5240 -6.6293 0.09
H 3.4084 5.4212 -7.1620 0.09
H 3.7012 6.5091 -5.7855 0.08
C -0.6638 -7.4575 -5.4260 -0.37
O -1.5733 -8.2657 -5.3614 0.00
N -0.7425 -6.1799 -5.0212 -0.20
C 0.3806 -5.2567 -5.1207 -0.06
C -1.9953 -5.7076 -4.4644 -0.05
H 0.3267 -7.7210 -5.8333 0.13
H 0.6444 -4.8892 -4.1322 0.05
H 0.0964 -4.4133 -5.7557 0.09
H 1.2454 -5.7525 -5.5539 0.09
H -2.2573 -6.2980 -3.5851 0.09
H -2.7944 -5.8191 -5.1988 0.09
H -1.9007 -4.6611 -4.1851 0.08
```

Results
Max |F|: 0.062 Eh/bohr
2S+1: 1
E: -72011.2931 eV
Gap between HOMO and LUMO: 7.90 eV

***

# 5
This record from the OMol25 dataset describes an isolated molecule of C12H12O. The level of theory is ωB97M-V/def2-TZVPD.

The geometry in XYZ format:
```
25
Properties=species:S:1:pos:R:3:lowdin_charge:R:1
C 3.1614 -0.6899 -0.9271 -0.08
C 2.9780 -1.1628 0.3811 -0.07
C 2.0588 -0.5703 -1.7275 -0.04
C 1.7030 -1.2302 0.9013 -0.03
C 0.7159 -0.5694 -1.2655 -0.17
C 0.5968 -0.9407 0.1380 -0.23
C -0.3433 -0.4073 -2.0502 -0.05
C -1.4330 -0.2492 -2.6744 -0.02
C -0.3813 1.2565 1.7956 -0.05
C -0.8710 -0.1655 1.8262 -0.24
C -1.8269 0.9608 1.5755 -0.13
C -2.9388 1.4458 0.7584 -0.08
O -0.6434 -1.0402 0.7070 0.00
H 4.1095 -0.5830 -1.4503 0.11
H 3.5798 -1.2503 1.2370 0.09
H 2.2857 -0.1368 -2.6579 0.10
H 1.6381 -1.6047 1.9069 0.12
H -1.8763 0.8151 -2.7726 0.09
H -2.0583 -1.0760 -3.2794 0.11
H -0.1423 1.7453 2.6299 0.05
H 0.3255 1.5236 0.9051 0.16
H -1.0984 -0.5801 2.7959 0.14
H -3.1406 0.5930 0.0232 0.09
H -2.6299 2.1714 -0.1009 0.11
H -3.7692 1.7446 1.3247 0.05
```

Results
Max |F|: 0.098 Eh/bohr
2S+1: 1
E: -14678.4767 eV
Gap between HOMO and LUMO (spin up / spin down): 7.16 / 7.36 eV

***

# 6
This record from the OMol25 dataset describes a structure of composition C7H17AgO3. The level of theory is ωB97M-V/def2-TZVPD.

The geometry in XYZ format:
```
28
Properties=species:S:1:pos:R:3:lowdin_charge:R:1
C -2.2574 -1.3195 -0.0430 -0.14
C -1.0505 -1.7634 0.7661 -0.04
O 0.3699 -1.2007 -0.1552 -0.35
C 1.6725 -1.7044 0.0576 -0.22
C 2.6682 -0.7161 -0.5156 -0.17
O 2.2922 0.5806 -0.0484 -0.34
C 3.2109 1.6230 -0.3455 -0.06
H -2.0562 -1.4847 -1.1141 0.15
H -3.1040 -1.9648 0.2294 0.14
H -1.0341 -2.8652 0.7060 0.12
H -0.4985 -1.7604 1.7122 0.09
H 1.7778 -2.6777 -0.4452 0.14
H 1.8666 -1.8382 1.1355 0.13
H 2.6477 -0.7204 -1.6166 0.14
H 3.6877 -0.9478 -0.1756 0.14
H 2.8503 2.5381 0.1366 0.10
H 4.2011 1.3592 0.0486 0.10
H 3.2792 1.7782 -1.4314 0.11
C -2.1833 2.4016 -0.3171 -0.07
O -1.7129 1.0552 -0.2782 -0.36
C -2.7232 0.1122 0.1141 -0.22
H -1.3486 3.0628 -0.5741 0.09
H -2.9654 2.4819 -1.0838 0.10
H -2.5934 2.6991 0.6582 0.11
H -3.5974 0.2992 -0.5249 0.14
H -2.9923 0.3125 1.1640 0.13
H -0.6660 -0.1159 1.7373 0.16
Ag 0.2588 0.7753 0.2030 0.87
```

Results
Max |F|: 0.101 Eh/bohr
2S+1: 2
E: -17662.9776 eV
Charge: +1
Gap between HOMO and LUMO (spin up / spin down): 9.62 / 7.83 eV